# 1
This record from the OMol25 dataset describes a structure of composition C5H10N2 at a distorted geometry. The level of theory is wB97M-V/def2-TZVPD.

Properties
F_max, eV Å⁻¹: 2.1
Gap between HOMO and LUMO, eV: 7.85
M, g/mol: 98.149
E_LUMO, eV: 1.02
Energy, a.u.: -305.90290
HOMO, eV: -6.8
Energy relative to the best compared isomer or geometry (same formula, charge and spin), kcal per mole: 75.90

CARTESIAN COORDINATES (ANGSTROEM)
C  1.103  -0.087  0.087
C  -0.449  0.880  0.666
C  0.894  0.750  1.327
N  1.254  -1.448  0.290
N  1.179  0.258  -1.244
C  -1.420  -0.086  0.314
C  -1.823  -0.196  -0.997
H  -0.551  1.806  0.102
H  1.023  -1.809  1.204
H  0.979  -2.060  -0.465
H  1.293  1.261  -1.339
H  0.136  0.037  -1.670
H  0.955  0.176  2.248
H  1.459  1.675  1.368
H  -1.519  -0.953  0.961
H  -2.593  -0.911  -1.262
H  -1.920  0.707  -1.590

Results of the natural (NBO) charge analysis, in e, for atoms 1 through 2: C 0.4376; C -0.3383

=====

# 2
This record from the OMol25 dataset describes a structure of composition C19H38ClF3O5RbS2Ta at a distorted geometry. The level of theory is wB97M-V/def2-TZVPD.

Properties
F_max, eV Å⁻¹: 4.7
Gap between HOMO and LUMO, eV: 5.45
M, g/mol: 769.505
E_LUMO, eV: -2.09
Energy, a.u.: -2760.02954
HOMO, eV: -7.5

CARTESIAN COORDINATES (ANGSTROEM)
C  -3.227  -3.533  -1.802
C  -2.169  -3.015  -0.827
C  -2.586  -1.710  -0.113
C  -3.335  -2.038  1.191
Ta  -0.943  -0.208  0.241
Cl  0.980  -1.663  -0.302
C  0.234  1.730  0.023
C  0.068  2.752  1.165
C  -0.531  4.050  0.665
S  -1.158  5.143  1.979
C  -0.522  -0.664  2.379
C  0.710  -0.157  3.139
C  2.062  -0.815  2.793
C  3.017  0.179  2.147
C  4.384  -0.302  1.634
C  4.411  -1.476  0.644
C  4.565  -0.968  -0.769
O  4.812  -2.025  -1.730
C  3.711  -2.343  -2.557
C  -2.671  1.139  0.812
O  -3.805  1.153  -0.091
C  -4.349  2.390  -0.244
C  -3.786  3.208  -1.355
O  -5.246  2.769  0.462
S  -1.141  0.043  -2.378
O  -2.289  0.787  -2.863
O  -0.936  -1.281  -2.950
C  0.287  0.988  -3.198
F  0.406  0.600  -4.474
F  0.102  2.313  -3.181
F  1.469  0.748  -2.590
H  -2.783  -4.235  -2.503
H  -3.606  -2.710  -2.399
H  -4.048  -4.029  -1.294
H  -1.248  -2.909  -1.382
H  -2.013  -3.773  -0.062
H  -3.333  -1.233  -0.748
H  -2.805  -2.796  1.761
H  -4.316  -2.443  0.949
H  -3.501  -1.182  1.836
H  1.272  1.463  -0.165
H  -0.090  2.228  -0.890
H  -0.567  2.369  1.962
H  1.031  2.948  1.628
H  -1.346  3.855  -0.020
H  0.216  4.657  0.167
H  -2.184  4.366  2.333
H  -0.527  -1.754  2.449
H  -1.413  -0.341  2.919
H  0.823  0.922  3.060
H  0.535  -0.338  4.198
H  1.915  -1.693  2.171
H  2.520  -1.161  3.717
H  2.502  0.706  1.344
H  3.229  0.931  2.905
H  4.811  0.560  1.123
H  5.032  -0.522  2.476
H  3.503  -2.065  0.694
H  5.257  -2.120  0.864
H  5.412  -0.291  -0.837
H  3.671  -0.422  -1.063
H  4.149  -2.655  -3.493
H  3.121  -3.164  -2.170
H  3.058  -1.498  -2.750
H  -3.032  0.726  1.755
H  -2.381  2.162  1.044
H  -3.880  4.254  -1.087
H  -2.759  2.955  -1.576
H  -4.357  3.031  -2.260
Rb  5.606  -2.593  -4.501

Results of the Mulliken charge analysis, in e, for atoms 1 through 2: C -1.6145; C -0.5977